Entry 1:
{
  "formula": "C8H16ClO20S4Ti",
  "method": "ωB97M-V/def2-TZVPD",
  "elements": ["Ti", "Cl", "O", "O", "O", "O", "C", "C", "O", "S", "O", "O", "O", "H", "H", "H", "H", "C", "C", "O", "S", "O", "O", "O", "H", "H", "H", "H", "C", "C", "O", "S", "O", "O", "O", "H", "H", "H", "H", "C", "C", "O", "S", "O", "O", "O", "H", "H", "H", "H"],
  "xyz": [[-0.311, -1.119, -0.168], [2.678, 0.906, -3.634], [3.349, -0.333, -3.588], [2.205, 1.103, -5.014], [1.536, 0.911, -2.773], [3.588, 1.895, -3.294], [6.209, -3.296, 1.478], [5.770, -3.847, 0.153], [4.467, -4.362, 0.343], [3.740, -3.729, 1.666], [3.034, -4.736, 2.370], [2.902, -2.585, 1.393], [5.119, -3.411, 2.472], [6.418, -2.226, 1.455], [7.266, -3.474, 1.674], [6.584, -4.328, -0.389], [5.454, -3.012, -0.473], [0.043, 5.653, -0.383], [1.542, 5.725, -0.123], [1.808, 4.633, 0.718], [0.411, 4.059, 1.425], [0.029, 4.943, 2.550], [0.485, 2.665, 1.609], [-0.457, 4.476, 0.094], [-0.311, 5.916, -1.379], [-0.314, 6.466, 0.249], [1.842, 6.659, 0.353], [2.110, 5.629, -1.048], [-2.059, -5.886, 3.378], [-3.473, -5.491, 2.894], [-3.883, -4.274, 3.472], [-2.570, -3.412, 4.049], [-2.788, -2.708, 5.319], [-2.057, -2.622, 2.922], [-1.718, -4.789, 4.301], [-1.273, -5.858, 2.624], [-2.017, -6.825, 3.931], [-4.099, -6.261, 3.347], [-3.652, -5.668, 1.834], [-3.878, 4.040, -3.415], [-5.221, 3.513, -3.064], [-5.127, 2.263, -2.466], [-3.871, 1.469, -3.181], [-4.239, 0.983, -4.514], [-3.295, 0.609, -2.241], [-3.035, 2.896, -3.232], [-3.580, 4.849, -2.748], [-3.738, 4.387, -4.439], [-5.800, 3.347, -3.972], [-5.824, 4.253, -2.537]],
  "forces_ev_per_angstrom": [[0.3, 0.3, -0.2], [-1.4, -0.9, -4.2], [0.6, -2.3, 0.7], [0.1, 0.2, 1.2], [-1.2, -0.1, 1.5], [1.7, 2.9, 1.2], [0.8, 2.6, 0.7], [-0.9, 3.2, -1.0], [-1.4, -1.5, 1.4], [-0.2, -0.3, 0.3], [0.5, -0.8, 0.0], [1.8, -0.2, -0.6], [0.3, -0.6, -1.6], [-0.9, 0.5, -0.7], [-0.4, -2.0, 1.5], [-0.9, -1.3, 0.2], [1.2, 0.5, -0.4], [-0.2, 3.6, 0.3], [0.4, 0.0, -1.1], [-0.7, -1.6, 1.7], [0.4, 4.2, 0.5], [0.8, -2.1, -2.7], [-0.1, -0.3, -0.3], [-0.4, -2.7, 1.4], [0.3, -0.8, -0.1], [-0.7, 0.1, 0.1], [-0.2, 0.0, 0.1], [0.2, -0.4, 0.2], [0.6, 2.1, 0.1], [-0.4, -2.6, 0.7], [1.0, 1.7, 0.5], [0.1, 0.2, -0.2], [0.1, -2.2, -3.0], [-0.6, -1.6, 1.8], [-0.3, 1.0, 0.2], [-0.3, -0.2, -0.2], [-0.1, 0.3, 0.1], [-0.4, 0.2, 0.1], [0.3, 1.1, -0.2], [1.3, -0.2, 0.0], [-2.7, 1.0, -2.0], [0.8, -1.8, 0.6], [-1.7, 2.9, -2.5], [0.7, 1.3, 2.8], [0.7, -0.8, 0.9], [0.8, -1.7, -0.2], [0.4, -0.3, 0.2], [-0.4, 0.0, 0.0], [0.0, 0.2, -0.4], [0.2, -0.5, 0.8]],
  "mulliken_spin": [2.9517, 0.0005, -0.0008, 0.0001, -0.0018, 0.0001, -0.0001, -0.0001, -0.0004, 0.0073, 0.0003, 0.0068, -0.0002, 0.0000, 0.0000, 0.0000, 0.0000, -0.0001, 0.0001, -0.0002, 0.0146, -0.0007, -0.0113, 0.0014, 0.0000, -0.0001, 0.0000, 0.0000, -0.0011, -0.0004, 0.0004, 0.0052, 0.0003, 0.0084, 0.0005, 0.0013, 0.0000, -0.0001, 0.0002, 0.0001, 0.0001, 0.0002, 0.0063, 0.0003, 0.0104, 0.0006, 0.0000, 0.0000, 0.0000, 0.0000],
  "s_squared": 3.751,
  "e_tot_ev": -128464.1834,
  "homo_lumo_gap_ev": [6.4, 6.4],
  "e_above_lowest_ev": 5.919,
  "multiplicity": 4
}



Entry 2:
{
  "formula": "C6H7NO",
  "method": "ωB97M-V/def2-TZVPD",
  "elements": ["C", "C", "C", "C", "C", "N", "C", "O", "H", "H", "H", "H", "H", "H", "H"],
  "xyz": [[-0.091, -2.401, 0.308], [-0.016, -1.088, 0.098], [0.871, -0.470, -0.732], [1.073, 0.866, -0.863], [0.029, 1.838, -0.307], [-1.090, 1.104, 0.285], [-0.938, -0.230, 0.768], [-1.777, -0.648, 1.620], [0.732, -3.029, -0.103], [-0.982, -2.611, 1.062], [1.730, -1.180, -1.029], [2.194, 1.401, -1.027], [0.390, 2.543, 0.533], [-0.123, 2.452, -1.204], [-2.000, 1.455, 0.592]],
  "forces_ev_per_angstrom": [[-1.1, -0.1, 1.7], [-1.6, -1.6, 0.7], [6.1, 1.4, -2.4], [2.2, 0.7, 1.8], [0.8, 0.4, 0.9], [0.2, -2.4, 0.1], [-5.0, 1.8, 2.0], [2.2, 1.1, -2.0], [-1.3, 0.0, 0.4], [2.3, -0.5, -1.6], [-1.3, 1.3, 0.0], [-3.4, -1.8, -0.3], [0.2, -0.9, -1.5], [-1.1, 0.2, 0.4], [0.9, 0.5, -0.2]],
  "lowdin_charge": [0.1220, -0.3446, -0.1156, -0.0654, -0.2043, 0.0655, -0.3873, 0.0063, 0.0887, 0.1298, 0.1406, 0.1734, 0.1376, 0.1068, 0.1466],
  "e_tot_ev": -9870.5432,
  "homo_lumo_gap_ev": 8.9,
  "e_above_lowest_ev": 2.115,
  "smiles": "C=C1C=CCNC1=O"
}



Entry 3:
{
  "formula": "C4H8O2",
  "method": "ωB97M-V/def2-TZVPD",
  "elements": ["C", "C", "O", "C", "C", "O", "H", "H", "H", "H", "H", "H", "H", "H"],
  "xyz": [[0.462, -0.729, -1.188], [-0.563, -0.436, -0.099], [-0.984, -1.627, 0.549], [-0.029, 0.441, 1.039], [0.434, 1.813, 0.604], [1.356, 2.003, -0.154], [0.033, -1.418, -1.927], [0.763, 0.185, -1.706], [1.357, -1.192, -0.758], [-1.433, 0.069, -0.553], [-1.285, -2.240, -0.132], [0.822, -0.079, 1.496], [-0.813, 0.532, 1.799], [-0.119, 2.678, 1.029]],
  "forces_ev_per_angstrom": [[0.0, 0.0, 0.0], [0.1, 0.3, -0.1], [-0.2, -0.2, -0.1], [0.0, 0.0, 0.1], [0.3, 0.0, -0.2], [-0.4, 0.0, 0.3], [0.1, 0.1, 0.1], [0.0, -0.1, 0.1], [-0.1, 0.1, 0.0], [0.1, -0.1, 0.1], [0.0, 0.0, 0.1], [-0.1, 0.1, -0.1], [0.1, 0.0, -0.1], [0.0, -0.1, -0.1]],
  "lowdin_charge": [-0.0473, -0.4522, -0.0440, -0.1161, -0.2451, 0.0457, 0.0808, 0.0747, 0.0923, 0.1453, 0.0923, 0.1348, 0.1185, 0.1205],
  "e_tot_ev": -8372.1537,
  "homo_lumo_gap_ev": 10.9,
  "e_above_lowest_ev": 1.128,
  "smiles": "C[C@@H](O)CC=O"
}